No. 1
{
  "formula": "C13H19CoN4O3",
  "method": "the ωB97M-V functional and the def2-TZVPD basis",
  "largest_force_ev_per_a": 5.70,
  "total_charge": 1,
  "lumo_energy_ev": [-2.854, -2.861],
  "spin_multiplicity": 4,
  "homo_lumo_gap_ev": [6.813, 8.463],
  "species": ["Co", "O", "O", "O", "N", "N", "N", "N", "C", "C", "C", "C", "C", "C", "C", "C", "C", "C", "C", "C", "C", "H", "H", "H", "H", "H", "H", "H", "H", "H", "H", "H", "H", "H", "H", "H", "H", "H", "H", "H"],
  "coordinates": [[0.429, 1.872, -1.646], [-1.194, 4.134, -4.257], [0.314, 3.146, -2.885], [0.557, 0.580, -0.387], [-1.814, 2.406, -2.802], [0.917, -1.119, 1.252], [1.605, -2.370, 1.186], [-1.396, 1.502, -1.826], [-0.543, -1.857, 3.088], [2.887, -3.625, -0.594], [1.024, -0.474, 0.014], [2.549, -2.601, 2.292], [-1.502, -1.582, 4.068], [-1.999, -0.290, 4.213], [-0.587, 0.443, 2.391], [-1.543, 0.722, 3.373], [-0.063, -0.848, 2.240], [-0.835, 3.234, -3.302], [-2.538, 4.230, -4.738], [2.095, -2.452, -0.123], [1.800, -1.376, -0.864], [2.872, -3.647, 2.294], [-0.245, 1.262, 1.763], [-2.843, 3.291, -5.208], [3.433, -1.961, 2.192], [-2.745, -0.073, 4.972], [2.322, -4.551, -0.448], [-2.569, 5.020, -5.493], [3.831, -3.703, -0.044], [3.129, -3.544, -1.659], [-1.867, -2.380, 4.710], [2.042, -1.154, -1.886], [-1.929, 1.733, 3.477], [-3.216, 4.505, -3.924], [-0.203, -2.883, 2.976], [-2.775, 2.441, -3.115], [-1.563, 0.513, -2.158], [2.102, -2.403, 3.271], [-1.920, 1.678, -0.926], [1.985, 2.181, -1.487]]
}

No. 2
{
  "formula": "C13H19CoN6O5S",
  "method": "the ωB97M-V functional and the def2-TZVPD basis",
  "largest_force_ev_per_a": 3.63,
  "total_charge": 2,
  "lumo_energy_ev": [-6.056, -8.510],
  "de_lowest_kj_mol": 24.2,
  "spin_multiplicity": 5,
  "homo_lumo_gap_ev": [9.555, 7.053],
  "species": ["Co", "S", "O", "O", "O", "O", "O", "N", "N", "N", "N", "N", "N", "C", "C", "C", "C", "C", "C", "C", "C", "C", "C", "C", "C", "C", "H", "H", "H", "H", "H", "H", "H", "H", "H", "H", "H", "H", "H", "H", "H", "H", "H", "H", "H"],
  "coordinates": [[-9.749, 3.342, 10.279], [-11.913, 4.505, 8.322], [-9.760, -0.135, 8.594], [-7.685, 3.774, 12.958], [-5.498, 3.837, 12.485], [-10.224, 1.815, 9.440], [-11.378, 4.195, 9.745], [-8.205, 6.669, 11.948], [-8.720, 4.969, 10.296], [-12.010, 5.445, 14.848], [-10.515, 3.008, 12.260], [-9.956, 7.092, 13.657], [-8.008, 1.979, 10.818], [-12.993, 3.046, 8.114], [-6.050, -0.025, 10.671], [-11.442, 4.138, 14.294], [-7.094, -0.032, 9.814], [-9.390, 0.807, 9.233], [-6.754, 3.320, 12.400], [-6.830, 2.160, 11.473], [-11.238, 4.182, 12.751], [-8.033, 1.008, 9.950], [-5.881, 1.144, 11.429], [-8.547, 5.754, 11.161], [-10.675, 4.025, 7.140], [-9.157, 6.972, 12.843], [-12.126, 4.275, 12.182], [-4.966, 1.243, 12.000], [-10.509, 3.891, 14.735], [-10.494, 2.998, 7.290], [-12.496, 2.151, 8.489], [-10.982, 2.075, 12.287], [-12.032, 3.335, 14.701], [-13.343, 2.982, 7.041], [-7.283, -0.803, 9.036], [-12.073, 5.445, 15.908], [-13.859, 3.309, 8.724], [-5.368, -0.879, 10.576], [-11.466, 6.258, 14.522], [-12.970, 5.473, 14.474], [-5.499, 4.582, 13.080], [-11.134, 4.007, 6.136], [-9.678, 4.547, 7.222], [-10.619, 5.109, 12.543], [-9.538, 2.889, 12.546]]
}

No. 3
{
  "formula": "C13H19CoN6O5S",
  "method": "the ωB97M-V functional and the def2-TZVPD basis",
  "largest_force_ev_per_a": 2.90,
  "total_charge": 2,
  "lumo_energy_ev": [-5.887, -9.795],
  "de_lowest_kj_mol": 0.0,
  "spin_multiplicity": 5,
  "homo_lumo_gap_ev": [9.172, 5.310],
  "species": ["Co", "S", "O", "O", "O", "O", "O", "N", "N", "N", "N", "N", "N", "C", "C", "C", "C", "C", "C", "C", "C", "C", "C", "C", "C", "C", "H", "H", "H", "H", "H", "H", "H", "H", "H", "H", "H", "H", "H", "H", "H", "H", "H", "H", "H"],
  "coordinates": [[-0.244, -0.057, 0.340], [2.923, 0.454, 1.298], [-2.181, 3.491, 1.246], [0.225, -1.042, -1.356], [1.656, 1.155, 0.920], [-1.142, 1.522, 1.566], [-0.421, -0.921, -3.523], [-2.149, -1.258, 0.346], [-0.756, 1.356, -0.995], [1.637, -1.320, 5.832], [1.035, -2.669, 3.902], [0.611, -1.616, 1.766], [-0.899, -3.456, -2.141], [-1.540, 3.466, -1.562], [0.809, -2.116, 2.797], [4.299, 1.211, 0.354], [1.284, -2.036, 4.972], [3.423, 1.163, 2.958], [-1.153, 3.237, -2.899], [-0.506, 1.092, -2.246], [-2.202, -2.738, -1.781], [-1.476, 2.443, 0.852], [-2.277, -2.644, -0.259], [-0.623, 2.030, -3.269], [-0.200, -0.424, -2.444], [-1.239, 2.476, -0.631], [-2.123, 4.362, -1.238], [4.176, 2.315, 0.378], [-0.133, -2.891, -1.616], [-3.249, -3.057, 0.058], [-0.433, 1.725, -4.330], [3.979, 2.064, 2.862], [-2.413, 3.414, 2.237], [-2.237, -1.807, -2.304], [2.469, 1.259, 3.427], [-3.009, -3.339, -2.181], [3.980, 0.368, 3.417], [-0.644, -3.360, -3.105], [4.270, 0.855, -0.699], [-1.422, 4.051, -3.599], [-2.931, -0.615, 0.133], [-1.491, -3.230, 0.299], [5.281, 0.873, 0.727], [-0.947, -4.447, -1.852], [-2.020, -1.337, 1.344]]
}

No. 4
{
  "formula": "C13H19CoO6",
  "method": "the ωB97M-V functional and the def2-TZVPD basis",
  "largest_force_ev_per_a": 0.35,
  "total_charge": 1,
  "lumo_energy_ev": [-2.163, -2.726],
  "spin_multiplicity": 4,
  "homo_lumo_gap_ev": [8.972, 8.411],
  "species": ["Co", "O", "O", "O", "O", "O", "O", "C", "C", "C", "C", "C", "C", "C", "C", "C", "C", "C", "C", "C", "H", "H", "H", "H", "H", "H", "H", "H", "H", "H", "H", "H", "H", "H", "H", "H", "H", "H", "H"],
  "coordinates": [[-0.601, -0.376, -0.347], [3.046, 2.444, -1.188], [1.008, 0.754, -0.808], [-0.108, -1.895, -1.688], [-2.653, -0.331, -0.549], [-1.155, -2.186, 0.717], [0.098, 0.692, 1.163], [-0.522, -3.329, 0.128], [0.264, -1.658, -3.054], [-0.508, -3.228, -1.385], [-3.279, -1.594, -0.265], [-2.573, -2.236, 0.914], [-3.325, 0.809, 0.029], [2.743, 3.402, 2.838], [2.951, 2.761, 0.121], [1.011, 1.174, 0.390], [3.717, 3.997, 2.041], [1.881, 2.491, 2.271], [1.965, 2.153, 0.914], [3.820, 3.682, 0.701], [-2.764, -1.678, 1.830], [-0.603, -1.772, -3.706], [-3.377, 0.714, 1.113], [-1.008, -4.247, 0.458], [2.666, 3.650, 3.887], [4.581, 4.150, 0.087], [4.403, 4.715, 2.470], [-2.904, -3.266, 1.058], [-1.481, -3.437, -1.838], [-4.338, -1.442, -0.055], [0.220, -3.935, -1.791], [0.650, -0.643, -3.100], [3.769, 2.945, -1.583], [1.116, 2.010, 2.863], [0.499, -3.313, 0.507], [-4.323, 0.890, -0.399], [-3.189, -2.193, -1.169], [1.046, -2.360, -3.344], [-2.740, 1.687, -0.232]]
}

No. 5
{
  "formula": "C13H19F12HgN3O9S4",
  "method": "the ωB97M-V functional and the def2-TZVPD basis",
  "largest_force_ev_per_a": 4.46,
  "total_charge": 0,
  "lumo_energy_ev": -1.689,
  "de_lowest_kj_mol": 142.2,
  "homo_lumo_gap_ev": 8.576,
  "species": ["Hg", "S", "S", "S", "S", "F", "F", "F", "F", "F", "F", "F", "F", "F", "F", "F", "F", "O", "O", "O", "O", "O", "O", "O", "O", "O", "N", "N", "N", "C", "C", "C", "C", "C", "C", "C", "C", "C", "C", "C", "C", "C", "H", "H", "H", "H", "H", "H", "H", "H", "H", "H", "H", "H", "H", "H", "H", "H", "H", "H", "H"],
  "coordinates": [[0.737, -0.813, 0.662], [2.238, -0.510, 3.954], [0.988, -2.645, -1.812], [0.474, -2.441, 3.234], [3.199, -1.086, -2.067], [0.509, -2.579, -4.449], [3.525, 1.312, -0.889], [1.446, -4.718, 2.242], [2.844, -3.613, 3.434], [-1.229, -2.042, -3.224], [4.421, 1.163, -2.858], [4.799, 0.277, 4.186], [2.277, 1.325, -2.708], [3.805, 0.766, 2.289], [0.376, -0.674, -3.514], [4.497, -1.242, 2.771], [1.173, -4.747, 4.383], [2.510, -1.450, 5.025], [-1.160, 0.485, 1.301], [-0.309, -2.561, 2.024], [1.637, 0.716, 4.428], [3.152, -1.498, -3.464], [-0.265, -2.173, 4.422], [-0.016, -2.799, -0.790], [1.720, -3.812, -2.176], [4.343, -1.545, -1.321], [1.564, -1.161, 2.679], [-1.517, 0.849, -0.019], [1.855, -1.283, -1.212], [0.568, 2.152, -0.193], [-0.937, 2.146, -0.452], [-1.517, 3.395, 0.251], [-3.916, 1.328, 0.495], [1.583, -4.011, 3.370], [-3.244, 0.893, -1.829], [-2.560, 2.148, -2.361], [3.368, 0.796, -2.111], [0.072, -1.964, -3.387], [-2.890, 0.539, -0.347], [-3.052, -0.996, -0.390], [3.963, -0.125, 3.257], [-1.100, 2.250, -1.976], [-4.304, 1.071, -2.002], [-1.394, 3.181, 1.321], [-0.487, 1.444, -2.393], [-4.032, -1.280, -0.777], [0.990, 3.083, -0.552], [-2.924, 0.077, -2.478], [-2.523, 3.722, 0.027], [-0.566, 3.135, -2.325], [-2.292, -1.508, -0.973], [-3.656, 1.732, 1.480], [-1.733, 1.008, 1.896], [-2.713, 2.176, -3.449], [-3.070, -1.383, 0.636], [-3.183, 3.036, -2.190], [0.801, 1.933, 0.856], [-4.873, 0.854, 0.729], [-4.194, 2.194, -0.107], [1.018, 1.275, -0.668], [-0.796, 4.202, 0.116]]
}

No. 6
{
  "formula": "C13H19N",
  "method": "the ωB97M-V functional and the def2-TZVPD basis",
  "smiles": "Cc1c[nH]c2ccccc12.CC(C)C",
  "largest_force_ev_per_a": 1.02,
  "total_charge": 0,
  "lumo_energy_ev": 0.811,
  "de_lowest_kj_mol": 43.1,
  "homo_lumo_gap_ev": 8.698,
  "species": ["N", "C", "C", "C", "C", "C", "C", "C", "C", "C", "C", "C", "C", "C", "H", "H", "H", "H", "H", "H", "H", "H", "H", "H", "H", "H", "H", "H", "H", "H", "H", "H", "H"],
  "coordinates": [[2.770, -0.647, -1.890], [2.643, -1.799, 1.469], [4.579, 0.899, 0.929], [1.831, -2.917, 1.381], [2.311, -1.472, -0.892], [-4.398, 2.680, -0.748], [3.708, 0.100, 0.012], [2.954, -1.088, 0.308], [-2.419, 1.325, 0.153], [3.557, 0.344, -1.313], [-4.781, 0.571, 0.623], [1.559, -2.638, -0.986], [1.339, -3.381, 0.154], [-3.858, 1.302, -0.361], [-1.816, 1.814, -0.584], [4.870, 1.829, 0.433], [-3.772, 3.246, -1.423], [1.177, -2.908, -1.958], [-4.272, 0.167, 1.500], [-4.659, 3.334, 0.088], [4.100, 1.182, 1.872], [-5.634, 1.125, 1.024], [-3.900, 0.759, -1.303], [-2.334, 1.842, 1.105], [-5.263, -0.280, 0.131], [-5.337, 2.521, -1.294], [-2.036, 0.306, 0.202], [1.545, -3.399, 2.306], [3.864, 1.171, -1.934], [0.762, -4.297, 0.139], [5.505, 0.380, 1.192], [2.296, -0.484, -2.765], [3.107, -1.587, 2.429]]
}

No. 7
{
  "formula": "C13H19N3O2S",
  "method": "the ωB97M-V functional and the def2-TZVPD basis",
  "largest_force_ev_per_a": 0.79,
  "total_charge": 0,
  "lumo_energy_ev": -0.621,
  "de_lowest_kj_mol": 183.5,
  "homo_lumo_gap_ev": 8.370,
  "species": ["S", "O", "O", "N", "N", "N", "C", "C", "C", "C", "C", "C", "C", "C", "C", "C", "C", "C", "C", "H", "H", "H", "H", "H", "H", "H", "H", "H", "H", "H", "H", "H", "H", "H", "H", "H", "H", "H"],
  "coordinates": [[-0.812, 1.182, -1.245], [-5.027, 4.390, 0.474], [-6.908, 5.338, 1.084], [-1.167, -0.349, -1.444], [0.647, 1.068, -0.543], [3.363, -2.843, 0.597], [2.183, -2.198, 0.085], [6.804, -2.284, -1.044], [4.439, -2.947, -0.432], [-4.286, 2.173, -0.230], [-6.181, 4.390, 1.170], [-4.020, 3.389, 0.632], [0.890, -0.238, -0.455], [-6.556, 3.172, 1.985], [2.064, -0.843, 0.072], [0.003, -2.467, -0.931], [-0.141, -1.064, -0.967], [5.544, -1.914, -0.267], [1.131, -3.018, -0.419], [-7.194, 2.531, 1.378], [-7.120, 3.507, 2.851], [1.259, -4.086, -0.383], [7.482, -2.902, -0.468], [6.536, -2.774, -1.973], [-3.095, 3.870, 0.317], [-3.474, 1.454, -0.134], [3.984, -2.786, -1.404], [7.327, -1.370, -1.309], [-5.709, 2.594, 2.345], [4.836, -3.960, -0.416], [2.851, -0.220, 0.460], [-3.895, 3.130, 1.684], [-5.216, 1.676, 0.049], [5.755, -1.734, 0.784], [-0.793, -3.090, -1.308], [-4.376, 2.465, -1.277], [5.176, -0.975, -0.675], [3.699, -2.267, 1.357]]
}

No. 8
{
  "formula": "C13H19N3O4",
  "method": "the ωB97M-V functional and the def2-TZVPD basis",
  "smiles": "C=CCN1C(=O)NC(=O)/C(=C(\\CC)NCCCO)C1=O",
  "largest_force_ev_per_a": 0.58,
  "total_charge": 0,
  "lumo_energy_ev": 0.538,
  "de_lowest_kj_mol": 10.9,
  "homo_lumo_gap_ev": 9.391,
  "species": ["O", "O", "O", "O", "N", "N", "N", "C", "C", "C", "C", "C", "C", "C", "C", "C", "C", "C", "C", "C", "H", "H", "H", "H", "H", "H", "H", "H", "H", "H", "H", "H", "H", "H", "H", "H", "H", "H", "H"],
  "coordinates": [[0.896, 0.412, -1.513], [4.804, -0.517, 0.553], [1.165, -2.611, 2.133], [-3.355, 2.998, -0.853], [-1.270, -0.703, -0.782], [2.930, -1.558, 1.264], [2.822, -0.029, -0.459], [2.700, 2.719, 0.321], [-1.342, -2.316, 1.023], [-1.803, -1.606, 2.300], [3.294, 2.366, -0.802], [3.611, -0.684, 0.461], [0.791, -1.145, 0.276], [3.466, 0.964, -1.304], [-3.122, 0.664, -1.542], [1.461, -0.218, -0.614], [1.568, -1.835, 1.286], [-3.011, 1.706, -0.423], [-2.681, -0.720, -1.070], [-0.595, -1.364, 0.140], [-1.976, 1.781, -0.083], [-3.254, -0.998, -0.184], [4.531, 0.716, -1.341], [2.615, 3.750, 0.614], [-3.639, 1.402, 0.429], [-2.504, 0.984, -2.382], [-0.683, -0.078, -1.360], [2.271, 1.999, 1.000], [3.715, 3.113, -1.460], [-2.424, -2.276, 2.889], [-2.372, -0.707, 2.073], [-0.688, -3.137, 1.310], [-0.937, -1.332, 2.894], [-4.159, 0.607, -1.884], [-2.885, -1.454, -1.861], [3.483, -2.045, 1.960], [-2.198, -2.723, 0.484], [-4.261, 2.993, -1.182], [3.039, 0.884, -2.308]]
}